Molecular formula: C46H49IN5O5Sc
Method: DFT, ωB97M-V with the def2-TZVPD basis set

Element x y z (Å)
Sc (-0.303, 1.154, 0.167)
C (-1.705, 3.232, 0.238)
C (-1.008, 3.449, -0.979)
C (-1.411, 2.454, -1.884)
C (-2.353, 1.616, -1.252)
C (-2.556, 2.115, 0.069)
C (-3.741, 1.810, 0.957)
C (-3.097, 0.447, -1.851)
C (-1.098, 2.596, -3.350)
C (-0.348, 4.722, -1.474)
C (-1.734, 4.163, 1.415)
H (-3.968, 0.746, 0.998)
H (-4.601, 2.332, 0.548)
H (-3.599, 2.164, 1.972)
H (-3.065, 0.521, -2.935)
H (-4.151, 0.467, -1.545)
H (-2.657, -0.521, -1.572)
H (-0.074, 2.927, -3.500)
H (-1.725, 3.383, -3.759)
H (-1.213, 1.699, -3.951)
H (0.453, 4.517, -2.176)
H (0.070, 5.332, -0.655)
H (-1.101, 5.313, -1.974)
H (-0.951, 4.926, 1.347)
H (-1.655, 3.630, 2.368)
H (-2.674, 4.708, 1.411)
C (1.442, -2.405, 2.812)
C (1.491, -1.047, 3.426)
N (1.652, -0.995, 4.746)
C (1.796, 0.178, 5.380)
C (1.744, 1.400, 4.751)
C (1.865, 2.707, 5.507)
O (3.111, 3.348, 5.268)
C (1.527, 1.391, 3.343)
C (1.643, 2.583, 2.577)
N (1.244, 2.750, 1.357)
C (1.760, 3.932, 0.753)
C (1.756, 5.144, 1.406)
C (2.367, 6.239, 0.832)
C (2.969, 6.128, -0.420)
C (2.920, 4.937, -1.110)
C (2.306, 3.860, -0.515)
I (2.181, 2.059, -1.563)
C (1.319, 0.160, 2.635)
O (1.058, 0.072, 1.393)
H (1.350, -3.166, 3.611)
H (0.629, -2.520, 2.089)
H (2.355, -2.622, 2.273)
H (1.914, 0.160, 6.459)
H (1.090, 3.425, 5.199)
H (1.721, 2.478, 6.564)
H (3.784, 2.664, 5.410)
H (2.203, 3.385, 3.077)
H (1.289, 5.200, 2.382)
H (2.324, 7.170, 1.372)
H (3.463, 6.960, -0.868)
H (3.370, 4.864, -2.101)
C (2.115, -5.062, -4.328)
O (1.452, -4.782, -3.113)
C (0.138, -5.090, -2.968)
C (-0.491, -6.092, -3.666)
C (-1.865, -6.295, -3.501)
C (-2.578, -5.500, -2.632)
C (-1.931, -4.516, -1.888)
C (-0.576, -4.265, -2.071)
N (0.146, -3.222, -1.500)
C (-0.313, -2.119, -0.785)
N (-1.155, -2.441, 0.204)
C (-1.689, -1.677, 1.256)
C (-1.507, -0.306, 1.375)
C (-1.866, 0.200, 2.628)
C (-2.432, -0.535, 3.650)
C (-2.689, -1.880, 3.437)
C (-2.348, -2.462, 2.228)
O (-2.528, -3.777, 1.906)
C (-2.943, -4.651, 2.935)
N (0.111, -0.922, -1.068)
C (0.781, -0.820, -2.319)
C (0.090, -0.304, -3.390)
C (0.678, -0.186, -4.646)
C (1.988, -0.611, -4.836)
C (2.674, -1.217, -3.787)
C (2.063, -1.333, -2.532)
O (2.723, -2.087, -1.584)
C (3.300, -1.383, -0.471)
H (3.027, -4.464, -4.322)
H (1.487, -4.768, -5.167)
H (2.366, -6.121, -4.384)
H (0.077, -6.715, -4.333)
H (-2.347, -7.082, -4.069)
H (-3.645, -5.658, -2.505)
H (-2.554, -3.930, -1.227)
H (1.147, -3.235, -1.686)
H (-1.221, -3.458, 0.350)
H (-1.692, 1.264, 2.803)
H (-2.672, -0.087, 4.606)
H (-3.163, -2.453, 4.197)
H (-3.037, -5.642, 2.495)
H (-3.922, -4.352, 3.302)
H (-2.242, -4.661, 3.770)
H (-0.944, -0.023, -3.264)
H (0.107, 0.223, -5.481)
H (2.433, -0.570, -5.824)
H (3.677, -1.567, -3.896)
H (3.959, -0.597, -0.844)
H (3.897, -2.117, 0.067)
H (2.538, -0.995, 0.203)

Multiplicity   1
Max |F|   1.46 eV Å⁻¹
ΔE to the lowest compared entry with this formula, charge and spin   0.0 kJ/mol
Lowest unoccupied orbital energy   -0.03 eV

Molecular formula: C46H50BrIrN8O5S
Method: DFT, ωB97M-V with the def2-TZVPD basis set

Element x y z (Å)
Ir (0.594, -0.624, 0.059)
C (1.540, 3.633, 0.335)
C (2.548, 3.742, 1.283)
C (3.095, 2.582, 1.774)
C (2.628, 1.336, 1.343)
N (1.598, 1.234, 0.474)
C (1.102, 2.383, -0.027)
N (3.370, 0.275, 1.825)
C (3.217, -0.944, 1.481)
N (2.220, -1.530, 0.736)
C (2.424, -2.884, 0.655)
N (1.715, -3.787, 0.098)
C (0.532, -3.627, -0.576)
C (0.088, -4.813, -1.190)
C (-1.097, -4.858, -1.868)
C (-1.857, -3.691, -1.917)
C (-1.370, -2.558, -1.324)
N (-0.183, -2.479, -0.677)
C (3.675, -3.198, 1.370)
C (4.346, -4.392, 1.544)
C (5.520, -4.351, 2.287)
C (5.994, -3.156, 2.827)
C (5.316, -1.957, 2.638)
C (4.150, -2.009, 1.898)
H (1.087, 4.498, -0.127)
H (2.910, 4.708, 1.609)
H (3.912, 2.575, 2.479)
H (0.346, 2.292, -0.780)
H (0.745, -5.663, -1.102)
H (-1.432, -5.769, -2.343)
H (-2.815, -3.648, -2.415)
H (-1.962, -1.663, -1.363)
H (3.973, -5.308, 1.107)
H (6.083, -5.260, 2.447)
H (6.913, -3.165, 3.398)
H (5.681, -1.022, 3.039)
C (-5.798, 4.961, 1.365)
C (-5.271, 4.064, 0.244)
C (-4.931, 4.950, -0.963)
C (-6.377, 3.073, -0.145)
C (-4.028, 3.286, 0.667)
C (-3.395, 2.450, -0.242)
C (-2.282, 1.746, 0.157)
Br (-1.408, 0.630, -1.137)
C (-1.725, 1.800, 1.433)
O (-0.661, 1.109, 1.759)
C (-2.359, 2.663, 2.369)
C (-3.477, 3.366, 1.947)
C (-1.781, 2.804, 3.777)
C (-1.829, 1.446, 4.493)
C (-0.325, 3.296, 3.694)
C (-2.569, 3.810, 4.619)
H (-6.679, 5.498, 1.013)
H (-5.059, 5.703, 1.672)
H (-6.095, 4.382, 2.242)
H (-5.806, 5.528, -1.261)
H (-4.617, 4.359, -1.825)
H (-4.127, 5.647, -0.720)
H (-7.264, 3.613, -0.481)
H (-6.658, 2.450, 0.706)
H (-6.061, 2.415, -0.956)
H (-3.760, 2.341, -1.255)
H (-3.948, 4.022, 2.661)
H (-1.248, 0.699, 3.953)
H (-2.858, 1.092, 4.578)
H (-1.417, 1.546, 5.500)
H (0.316, 2.578, 3.181)
H (0.071, 3.452, 4.699)
H (-0.271, 4.246, 3.158)
H (-3.606, 3.501, 4.761)
H (-2.560, 4.807, 4.176)
H (-2.107, 3.883, 5.604)
C (-0.520, -0.654, -7.611)
C (0.373, -1.422, -6.677)
C (-0.088, -1.818, -5.420)
C (0.736, -2.498, -4.543)
C (2.043, -2.783, -4.916)
C (2.519, -2.415, -6.163)
C (1.679, -1.739, -7.037)
S (3.124, -3.542, -3.740)
O (2.394, -4.600, -3.099)
O (4.378, -3.772, -4.388)
N (3.364, -2.427, -2.568)
C (4.020, -1.153, -2.852)
C (3.138, -0.024, -3.391)
C (1.898, 0.344, -2.588)
O (1.306, 1.385, -2.793)
O (1.527, -0.576, -1.731)
H (-1.560, -0.959, -7.502)
H (-0.225, -0.800, -8.649)
H (-0.464, 0.415, -7.397)
H (-1.109, -1.594, -5.134)
H (0.370, -2.814, -3.574)
H (3.537, -2.658, -6.438)
H (2.046, -1.455, -8.015)
H (2.523, -2.306, -2.015)
H (4.826, -1.349, -3.559)
H (4.493, -0.830, -1.923)
H (2.800, -0.221, -4.410)
H (3.738, 0.885, -3.450)
C (-0.182, -2.171, 5.360)
N (-0.491, -1.905, 3.962)
C (-1.712, -2.050, 3.354)
C (-1.531, -1.712, 2.050)
N (-0.212, -1.386, 1.859)
C (0.382, -1.493, 3.031)
H (-1.095, -2.081, 5.942)
H (0.534, -1.435, 5.718)
H (0.227, -3.172, 5.479)
H (-2.586, -2.367, 3.893)
H (-2.250, -1.684, 1.249)
H (1.416, -1.280, 3.246)

Multiplicity   2
Max |F|   3.69 eV Å⁻¹
Total charge   +1
ΔE to the lowest compared entry with this formula, charge and spin   154.0 kJ/mol
Lowest unoccupied orbital energy (spin up / spin down)   -3.10 / -4.92 eV

Molecular formula: C46H50F38N3O9
Method: DFT, ωB97M-V with the def2-TZVPD basis set

Element x y z (Å)
C (0.598, 1.840, 0.293)
C (0.940, 0.487, 0.896)
O (1.959, -0.074, 0.558)
N (0.058, -0.161, 1.828)
C (0.105, 0.675, 3.053)
C (-1.334, -0.140, 1.362)
C (-1.571, -0.736, -0.043)
C (-3.007, -0.338, -0.431)
C (-3.411, -0.575, -1.888)
N (-2.885, 0.342, -2.928)
C (-1.841, 0.009, -3.610)
C (-1.591, 1.044, -4.665)
C (-0.257, 1.077, -5.425)
O (-0.094, 0.289, -6.334)
C (0.887, 2.096, -5.137)
F (0.365, 3.334, -5.049)
F (1.674, 2.113, -6.210)
C (1.692, 1.733, -3.872)
F (1.586, 2.763, -3.031)
F (1.113, 0.671, -3.249)
C (3.181, 1.391, -4.082)
F (3.876, 2.380, -4.626)
F (3.689, 1.215, -2.830)
C (3.367, 0.034, -4.799)
O (2.455, -0.499, -5.389)
O (4.585, -0.554, -4.678)
C (-2.254, 2.329, -4.085)
C (-3.433, 1.612, -3.409)
C (-4.490, 2.368, -2.618)
C (-4.100, 2.973, -1.259)
C (-2.720, 3.614, -1.188)
N (-2.614, 4.489, -0.022)
C (-2.405, 5.893, -0.416)
C (-0.985, 6.044, -0.943)
C (0.028, 5.440, -0.264)
C (1.314, 5.513, -0.693)
C (1.598, 6.233, -1.813)
C (0.594, 6.828, -2.487)
C (-0.696, 6.732, -2.080)
O (-1.711, 7.315, -2.813)
H (-0.023, 2.404, 0.983)
H (0.046, 1.692, -0.631)
H (1.528, 2.343, 0.075)
H (1.138, 0.793, 3.369)
H (-0.294, 1.682, 2.878)
H (-0.519, 0.236, 3.825)
H (-1.912, -0.744, 2.062)
H (-1.756, 0.875, 1.433)
H (-1.506, -1.812, 0.061)
H (-0.873, -0.380, -0.803)
H (-3.645, -0.993, 0.162)
H (-3.178, 0.668, -0.057)
H (-3.127, -1.582, -2.176)
H (-4.497, -0.539, -1.951)
H (-1.274, -0.896, -3.452)
H (-2.294, 0.742, -5.461)
H (4.612, -0.849, -3.762)
H (-1.491, 2.738, -3.425)
H (-2.569, 3.042, -4.830)
H (-3.996, 1.292, -4.302)
H (-4.832, 3.180, -3.256)
H (-5.364, 1.731, -2.490)
H (-4.274, 2.255, -0.461)
H (-4.815, 3.772, -1.058)
H (-1.929, 2.859, -1.089)
H (-2.501, 4.151, -2.110)
H (-3.434, 4.401, 0.562)
H (-3.082, 6.100, -1.251)
H (-2.583, 6.558, 0.421)
H (-0.198, 4.878, 0.627)
H (2.066, 4.990, -0.123)
H (2.602, 6.349, -2.190)
H (0.785, 7.392, -3.389)
H (-1.664, 8.267, -2.674)
C (6.970, 0.915, -0.832)
C (8.044, 1.060, 0.265)
C (9.512, 0.910, -0.146)
F (9.778, -0.317, -0.627)
F (10.296, 1.094, 0.940)
F (7.753, 0.222, 1.281)
F (7.915, 2.326, 0.753)
O (6.291, -0.335, -0.947)
C (6.791, -1.368, -1.706)
C (7.104, -2.610, -0.864)
F (8.020, -2.334, 0.077)
F (7.606, -3.592, -1.645)
F (7.832, -0.947, -2.437)
F (5.801, -1.683, -2.598)
H (6.180, 1.605, -0.542)
H (7.323, 1.272, -1.799)
H (9.786, 1.656, -0.897)
H (6.200, -2.976, -0.371)
C (-5.891, 0.117, 6.059)
C (-5.567, 0.139, 4.551)
C (-4.872, -1.087, 3.958)
F (-3.656, -1.293, 4.495)
F (-4.672, -0.908, 2.623)
F (-4.864, 1.258, 4.263)
F (-6.758, 0.248, 3.900)
O (-5.007, 0.800, 6.942)
C (-3.886, 0.183, 7.465)
C (-2.596, 0.887, 7.033)
F (-2.465, 0.884, 5.688)
F (-1.530, 0.236, 7.547)
F (-3.869, -1.132, 7.179)
F (-3.972, 0.284, 8.805)
H (-6.824, 0.672, 6.151)
H (-6.119, -0.888, 6.413)
H (-5.473, -1.990, 4.088)
H (-2.591, 1.921, 7.380)
C (-1.002, -4.954, 5.234)
C (0.247, -5.571, 4.569)
C (0.915, -4.802, 3.426)
F (0.096, -4.655, 2.364)
F (1.993, -5.493, 3.003)
F (-0.039, -6.830, 4.177)
F (1.185, -5.669, 5.550)
O (-2.288, -5.437, 4.834)
C (-2.967, -4.911, 3.759)
C (-3.207, -5.950, 2.660)
F (-2.048, -6.435, 2.188)
F (-3.862, -5.364, 1.624)
F (-2.361, -3.802, 3.290)
F (-4.179, -4.513, 4.220)
H (-0.935, -5.252, 6.279)
H (-0.966, -3.865, 5.243)
H (1.248, -3.814, 3.757)
H (-3.805, -6.780, 3.042)
C (1.772, -2.346, -1.923)
C (2.735, -3.193, -1.060)
C (3.434, -4.374, -1.739)
F (2.558, -5.302, -2.160)
F (4.258, -4.972, -0.846)
F (2.098, -3.594, 0.055)
F (3.719, -2.332, -0.664)
O (0.370, -2.585, -1.809)
C (-0.268, -3.541, -2.573)
C (-0.894, -4.642, -1.710)
F (0.045, -5.270, -0.993)
F (-1.491, -5.552, -2.511)
F (0.540, -4.033, -3.519)
F (-1.279, -2.894, -3.227)
H (1.885, -1.331, -1.541)
H (2.089, -2.301, -2.967)
H (4.036, -4.038, -2.589)
H (-1.636, -4.223, -1.025)

Multiplicity   1
Max |F|   2.25 eV Å⁻¹
Total charge   +1
Lowest unoccupied orbital energy   -3.77 eV

Molecular formula: C46H50FIMnN4O5
Method: DFT, ωB97M-V with the def2-TZVPD basis set

Element x y z (Å)
Mn (-1.318, 0.027, 1.307)
C (-5.726, 0.359, -0.334)
C (-4.427, -0.426, -0.537)
C (-4.703, -1.899, -0.817)
C (-3.611, 0.260, -1.607)
C (-3.821, -0.032, -2.947)
C (-3.166, 0.671, -3.946)
C (-2.285, 1.676, -3.591)
C (-2.019, 1.975, -2.255)
C (-1.028, 3.078, -1.933)
C (0.172, 3.091, -2.890)
C (-1.697, 4.456, -1.961)
C (-2.686, 1.258, -1.247)
N (-2.357, 1.426, 0.118)
C (-2.701, 2.558, 0.723)
O (-3.386, 3.508, 0.297)
C (-2.078, 2.664, 2.097)
C (-2.237, 3.767, 2.922)
C (-1.599, 3.761, 4.154)
C (-0.823, 2.669, 4.527)
C (-0.705, 1.613, 3.640)
N (-1.318, 1.635, 2.462)
C (0.160, 0.402, 3.908)
O (0.660, 0.290, 5.044)
N (0.313, -0.389, 2.847)
C (1.310, -1.386, 2.987)
C (2.672, -1.029, 3.149)
C (3.628, -2.017, 3.347)
C (3.294, -3.360, 3.363)
C (1.979, -3.713, 3.125)
C (0.990, -2.757, 2.913)
C (-0.414, -3.232, 2.620)
C (-1.101, -3.745, 3.888)
C (-0.443, -4.288, 1.516)
C (3.157, 0.407, 3.047)
C (4.179, 0.552, 1.915)
C (3.755, 0.914, 4.360)
H (-6.319, -0.082, 0.471)
H (-5.515, 1.397, -0.068)
H (-6.320, 0.352, -1.256)
H (-3.857, -0.367, 0.390)
H (-5.423, -2.032, -1.632)
H (-3.783, -2.431, -1.067)
H (-5.135, -2.359, 0.075)
H (-4.512, -0.823, -3.212)
H (-3.339, 0.435, -4.991)
H (-1.774, 2.233, -4.369)
H (-0.664, 2.893, -0.919)
H (-0.089, 3.581, -3.833)
H (1.006, 3.647, -2.456)
H (0.515, 2.084, -3.131)
H (-2.083, 4.652, -2.968)
H (-2.522, 4.503, -1.251)
H (-0.969, 5.238, -1.722)
H (-2.865, 4.575, 2.574)
H (-1.708, 4.605, 4.826)
H (-0.310, 2.599, 5.476)
H (4.663, -1.723, 3.492)
H (4.052, -4.118, 3.529)
H (1.703, -4.762, 3.091)
H (-0.980, -2.377, 2.270)
H (-0.592, -4.632, 4.281)
H (-1.101, -2.981, 4.667)
H (-2.140, -4.012, 3.674)
H (0.012, -5.227, 1.853)
H (-1.470, -4.489, 1.205)
H (0.099, -3.950, 0.635)
H (2.295, 1.025, 2.797)
H (5.103, 0.014, 2.147)
H (3.792, 0.147, 0.979)
H (4.438, 1.602, 1.756)
H (4.628, 0.314, 4.641)
H (4.087, 1.951, 4.252)
H (3.014, 0.857, 5.155)
C (3.065, -2.763, -4.218)
C (2.153, -1.595, -4.575)
C (2.829, -0.545, -5.448)
C (3.967, 0.132, -4.698)
C (3.499, 0.624, -3.352)
C (4.149, 1.653, -2.704)
C (3.691, 2.112, -1.476)
F (4.367, 3.125, -0.890)
C (2.590, 1.579, -0.869)
C (1.920, 0.532, -1.506)
C (0.689, -0.004, -0.868)
O (0.299, 0.533, 0.163)
C (0.058, -1.108, -1.547)
C (0.566, -1.498, -2.738)
N (1.640, -0.951, -3.366)
C (2.364, 0.052, -2.739)
C (-1.150, -1.894, -1.025)
O (-1.552, -2.812, -1.751)
O (-1.614, -1.562, 0.097)
H (3.448, -3.241, -5.122)
H (2.521, -3.507, -3.637)
H (3.913, -2.431, -3.615)
H (1.276, -1.975, -5.102)
H (2.083, 0.201, -5.734)
H (3.192, -1.018, -6.363)
H (4.356, 0.973, -5.275)
H (4.799, -0.567, -4.568)
H (5.018, 2.121, -3.150)
H (2.216, 1.943, 0.079)
H (0.069, -2.317, -3.246)
I (-4.431, 0.523, 3.403)
C (-2.795, -0.737, 2.583)
H (-3.374, -1.560, 2.149)
H (-2.382, -1.100, 3.528)

Multiplicity   2
Max |F|   1.08 eV Å⁻¹
Total charge   -2
ΔE to the lowest compared entry with this formula, charge and spin   0.0 kJ/mol
Lowest unoccupied orbital energy (spin up / spin down)   3.60 / 3.60 eV